45
Properties=species:S:1:pos:R:3:forces:R:3:lowdin_charge:R:1 method="wB97M-V/def2-TZVPD" fmax_ha_per_bohr=0.1031 smiles="CC(=O)N1c2ccccc2N2C(c3c(C)c(C)cc(C)c3C)=NON12" e_homo_ev=-7.7 de_lowest_ev=7.560
O -4.108 2.196 -3.811 -0.37 0.97 1.82 0.064
N -0.894 -1.339 -1.371 0.38 -0.12 -0.03 0.207
O -1.982 -1.080 -2.301 2.35 -0.17 0.10 -0.063
C -3.765 1.123 -3.356 0.66 0.71 -1.32 -0.432
C -1.188 -0.815 -0.227 -1.36 0.14 -4.91 -0.341
C -3.140 3.941 0.263 1.14 -1.52 0.15 -0.044
C -2.380 3.213 1.294 -3.01 3.66 -1.37 -0.083
C -3.471 3.242 -0.920 0.63 -1.15 1.65 0.010
C -2.152 1.875 1.203 -1.18 0.86 -1.87 -0.035
C 2.035 -0.752 2.429 -1.47 0.04 -0.34 -0.012
C -0.204 -0.652 0.747 2.45 -2.10 4.21 -0.105
C -3.269 1.825 -1.001 1.32 1.79 1.70 -0.128
C -2.624 1.206 0.061 0.61 -1.14 0.51 -0.104
C 1.021 -1.695 2.560 1.19 -2.20 0.99 -0.185
C 1.957 0.247 1.508 -0.41 1.02 -0.21 -0.187
C -0.084 -1.700 1.757 -0.18 1.98 -0.82 -0.167
C 0.798 0.287 0.647 1.46 0.26 0.14 -0.172
N -3.385 0.905 -2.016 0.06 0.14 -3.01 0.081
N -2.415 -0.208 -0.286 -1.55 1.95 1.33 0.102
N -2.957 -0.417 -1.607 -3.14 -0.50 2.00 -0.026
C -3.555 0.116 -4.458 -1.71 -2.76 1.19 -0.013
C 1.307 -2.876 3.577 0.70 1.57 -2.44 -0.014
C 3.015 1.373 1.415 0.42 -3.12 -1.80 -0.028
C -1.076 -2.785 1.902 -1.69 1.01 0.75 -0.030
C 0.735 1.277 -0.471 1.25 -0.43 -0.86 -0.022
H -3.379 5.037 0.366 0.40 -1.45 -0.14 0.115
H -2.230 3.841 2.191 0.54 -0.91 -0.40 0.108
H -3.830 3.741 -1.756 -0.87 0.79 -1.32 0.074
H -1.598 1.589 2.014 1.19 -2.13 1.52 0.089
H 2.774 -0.817 3.166 1.48 0.18 0.65 0.099
H -3.718 -0.931 -4.024 0.84 1.12 -0.95 0.093
H -4.373 0.240 -5.218 0.93 0.27 0.79 0.101
H -2.580 0.287 -4.905 0.06 -0.34 0.07 0.087
H 1.437 -3.863 3.144 0.00 0.01 -0.53 0.083
H 0.494 -2.936 4.194 -2.01 -0.29 1.96 0.032
H 2.191 -2.655 4.141 0.42 0.18 0.37 0.064
H 3.760 1.409 2.196 -0.23 -0.18 0.55 0.069
H 3.624 1.106 0.472 -0.99 1.14 1.04 0.116
H 2.431 2.242 1.375 -0.06 1.70 -0.43 0.045
H -1.999 -2.584 1.328 0.46 -0.25 0.15 0.089
H -0.582 -3.633 1.526 0.14 -1.66 -0.32 0.078
H -1.396 -2.922 2.969 0.45 -0.05 -0.95 0.106
H -0.289 1.228 -0.860 0.73 0.50 -0.57 0.069
H 1.575 1.021 -1.235 -1.75 0.32 0.90 0.135
H 0.989 2.280 -0.138 -0.31 0.19 0.04 0.074

47
Properties=species:S:1:pos:R:3:forces:R:3:lowdin_charge:R:1 method="wB97M-V/def2-TZVPD" fmax_ha_per_bohr=0.0239 smiles="CCOC(=O)CCSc1nnc(-c2cccnc2)n1-c1ccccc1OC" e_homo_ev=-8.8 de_lowest_ev=3.024
C 0.680 5.103 1.688 0.05 -0.33 -0.34 -0.062
C 0.698 3.664 1.209 0.00 -0.10 0.56 -0.223
H 1.494 3.085 1.690 -0.16 0.09 -0.06 0.122
H -0.263 3.170 1.395 0.22 0.05 -0.02 0.099
O 0.912 3.657 -0.206 0.00 0.47 -0.05 0.000
C 1.350 2.535 -0.752 0.24 -0.06 -0.39 -0.538
O 1.687 1.552 -0.139 0.03 -0.06 0.10 0.097
C 1.437 2.669 -2.265 -0.02 -0.11 0.16 -0.143
C 1.402 1.313 -2.946 -0.29 -0.15 0.12 -0.427
H 1.951 0.574 -2.359 0.08 0.09 -0.12 0.080
H 1.804 1.356 -3.956 0.03 -0.01 0.00 0.074
S -0.306 0.690 -3.172 0.14 0.23 -0.09 0.977
C -0.828 0.726 -1.506 0.09 -0.20 -0.67 -0.617
N -1.290 1.771 -0.880 -0.04 0.31 -0.95 0.052
N -1.519 1.420 0.386 -0.27 -0.38 1.14 0.093
C -1.200 0.155 0.532 -0.04 0.13 -0.35 -0.238
N -0.759 -0.349 -0.660 -0.32 0.69 0.37 0.079
C -0.212 -1.612 -0.952 0.37 -0.50 0.03 -0.163
C -0.663 -2.322 -2.051 0.05 -0.04 0.25 -0.035
C -0.097 -3.545 -2.366 -0.01 -0.05 -0.07 -0.079
C 0.918 -4.050 -1.575 -0.05 0.03 -0.05 -0.074
C 1.376 -3.347 -0.473 0.11 0.08 0.23 -0.006
C 0.823 -2.116 -0.142 -0.08 0.16 -0.13 -0.212
O 1.191 -1.345 0.907 -0.21 -0.09 -0.55 -0.088
C 2.246 -1.773 1.731 0.22 -0.10 0.21 -0.059
H 3.172 -1.901 1.164 -0.03 0.00 0.01 0.100
H 1.994 -2.705 2.247 0.02 0.03 -0.03 0.101
H 2.380 -0.978 2.463 0.03 -0.08 -0.02 0.099
H 2.169 -3.762 0.127 0.07 -0.01 0.08 0.107
H 1.365 -5.003 -1.812 0.04 -0.08 -0.02 0.106
H -0.451 -4.096 -3.222 -0.03 -0.06 -0.08 0.104
H -1.457 -1.909 -2.655 -0.06 0.01 0.01 0.106
C -1.342 -0.588 1.767 -0.19 -0.28 0.63 -0.131
C -1.161 0.059 2.988 -0.03 -0.19 -0.22 -0.001
C -1.287 -0.672 4.155 0.00 -0.04 -0.06 -0.052
C -1.585 -2.024 4.058 0.06 0.18 0.25 -0.151
N -1.786 -2.640 2.905 -0.11 -0.53 0.07 0.073
C -1.679 -1.942 1.792 -0.01 0.39 -0.24 -0.089
H -1.878 -2.490 0.879 0.01 0.06 -0.11 0.122
H -1.674 -2.645 4.939 0.00 0.04 0.13 0.102
H -1.151 -0.207 5.119 0.01 0.02 0.08 0.101
H -0.917 1.110 2.999 0.03 0.10 0.00 0.112
H 2.384 3.168 -2.490 0.00 0.04 0.05 0.129
H 0.623 3.309 -2.605 0.09 0.01 -0.01 0.119
H 0.486 5.129 2.756 -0.03 0.02 0.11 0.076
H -0.102 5.652 1.171 -0.09 0.12 0.00 0.078
H 1.635 5.583 1.487 0.08 0.08 0.02 0.076

47
Properties=species:S:1:pos:R:3:forces:R:3:lowdin_charge:R:1 method="wB97M-V/def2-TZVPD" fmax_ha_per_bohr=0.0254 smiles="Cc1cc(NC(=O)COC(=O)c2c(C)nn(Cc3ccccc3)c2C)no1" e_homo_ev=-9.3 de_lowest_ev=1.760
C -6.730 3.140 0.587 0.25 0.12 -0.02 -0.001
C -5.524 2.307 0.365 0.10 -0.78 -0.06 -0.313
C -5.349 0.957 0.265 0.03 0.51 0.02 0.060
C -3.952 0.822 0.057 -0.60 0.94 0.14 -0.300
N -3.363 1.996 0.035 0.88 -0.94 -0.18 0.098
O -4.336 2.923 0.228 -0.77 0.33 0.13 -0.001
N -3.206 -0.320 -0.116 0.62 0.27 -0.03 0.171
C -3.674 -1.595 -0.186 0.46 -0.06 -0.12 -0.424
O -4.833 -1.915 -0.080 -0.16 -0.15 0.01 0.091
C -2.567 -2.621 -0.425 -0.35 -0.55 0.25 -0.057
H -2.502 -3.292 0.442 -0.13 0.18 -0.21 0.139
H -2.831 -3.220 -1.303 0.00 0.14 0.13 0.148
O -1.314 -1.999 -0.636 0.04 0.13 -0.15 -0.039
C -0.268 -2.407 0.146 -0.12 -0.18 0.20 -0.411
O -0.367 -3.323 0.924 0.07 0.11 -0.14 0.121
C 0.915 -1.602 -0.069 0.47 0.35 -0.13 -0.031
C 1.111 -0.468 -0.864 -0.11 -0.31 0.16 -0.181
N 2.381 -0.086 -0.653 -0.87 -0.33 -0.04 -0.084
N 3.024 -0.887 0.204 0.57 -0.45 0.52 0.153
C 2.168 -1.810 0.578 -0.37 0.22 -0.32 -0.266
C 2.528 -2.879 1.537 0.06 -0.02 0.06 -0.023
H 2.405 -3.855 1.071 0.01 -0.08 0.05 0.085
H 3.557 -2.748 1.856 0.07 -0.02 0.03 0.079
H 1.863 -2.846 2.398 0.02 -0.07 0.06 0.083
C 3.063 1.045 -1.246 0.35 0.28 -0.15 -0.082
C 4.348 1.311 -0.509 0.04 0.18 -0.11 -0.238
C 4.329 2.016 0.687 0.02 0.02 -0.11 -0.044
C 5.502 2.244 1.382 -0.04 0.04 0.08 -0.080
C 6.705 1.770 0.888 0.07 -0.02 0.03 -0.089
C 6.730 1.065 -0.303 0.09 -0.02 -0.01 -0.081
C 5.556 0.835 -0.997 -0.12 0.09 -0.02 -0.044
H 5.578 0.279 -1.924 -0.02 -0.07 -0.10 0.112
H 7.666 0.690 -0.691 0.07 -0.03 -0.03 0.102
H 7.622 1.948 1.431 0.07 0.02 0.04 0.101
H 5.478 2.792 2.312 0.00 0.05 0.07 0.102
H 3.391 2.384 1.076 -0.12 0.03 0.05 0.116
H 3.270 0.828 -2.301 -0.05 0.08 0.12 0.132
H 2.404 1.917 -1.189 0.08 -0.12 -0.06 0.132
C 0.208 0.268 -1.784 -0.01 0.05 -0.06 0.001
H -0.596 -0.382 -2.114 0.02 0.06 -0.05 0.077
H 0.756 0.620 -2.656 -0.03 0.06 -0.06 0.083
H -0.228 1.136 -1.284 -0.05 0.08 -0.03 0.094
H -2.211 -0.177 -0.239 -0.18 -0.11 0.01 0.134
H -6.067 0.170 0.324 -0.21 -0.10 0.02 0.107
H -7.606 2.504 0.658 -0.04 -0.01 0.00 0.087
H -6.856 3.842 -0.236 -0.07 0.03 -0.03 0.089
H -6.624 3.715 1.505 -0.06 0.03 0.05 0.089

47
Properties=species:S:1:pos:R:3:forces:R:3:lowdin_charge:R:1 method="wB97M-V/def2-TZVPD" fmax_ha_per_bohr=0.0182 smiles="COCc1cc(C)nc(OCC(=O)N/N=C/c2cccc(OC)c2)c1C#N" e_homo_ev=-8.3 de_lowest_ev=3.277
C -0.783 5.672 0.381 -0.15 -0.06 0.11 -0.092
H -1.768 5.921 -0.033 0.03 -0.01 0.03 0.093
O 0.248 6.134 -0.456 0.10 0.04 -0.24 -0.189
C 0.215 5.595 -1.750 -0.04 0.31 -0.08 -0.169
C 0.571 4.130 -1.823 0.12 -0.25 0.22 -0.126
C -0.075 3.284 -2.718 0.12 -0.01 0.07 0.028
C 0.277 1.945 -2.775 -0.03 0.33 -0.05 -0.293
N 1.227 1.440 -1.986 0.36 0.06 0.16 0.146
C 1.856 2.219 -1.125 -0.33 0.37 -0.33 -0.265
C 1.567 3.599 -1.003 -0.39 -0.65 -0.52 -0.081
C 2.307 4.371 -0.080 0.32 0.21 0.30 -0.171
N 2.953 4.952 0.667 0.23 0.17 0.25 0.200
O 2.805 1.718 -0.334 -0.22 0.35 0.11 0.028
C 3.266 0.391 -0.541 0.30 -0.52 -0.07 -0.062
C 2.421 -0.690 0.165 0.13 0.35 -0.21 -0.428
O 2.868 -1.353 1.074 0.07 -0.19 0.22 0.078
N 1.187 -0.807 -0.384 -0.06 0.24 -0.31 0.049
N 0.151 -1.617 -0.066 -0.48 -0.32 0.10 0.077
C 0.195 -2.465 0.887 0.84 0.38 0.05 -0.087
C -0.957 -3.302 1.165 -0.86 -0.37 -0.06 -0.204
C -2.127 -3.207 0.413 0.25 0.06 0.07 -0.046
C -3.202 -4.024 0.710 0.03 -0.05 0.07 -0.076
C -3.126 -4.935 1.745 0.16 -0.11 0.21 -0.007
C -1.959 -5.041 2.507 -0.23 0.04 -0.17 -0.272
C -0.879 -4.222 2.212 0.09 0.01 0.03 0.025
H 0.036 -4.279 2.781 0.09 -0.03 0.08 0.107
O -1.986 -5.968 3.503 -0.22 0.06 -0.19 -0.084
C -0.842 -6.125 4.308 0.17 -0.02 0.12 -0.089
H 0.025 -6.438 3.717 -0.03 0.03 0.02 0.096
H -0.601 -5.204 4.849 0.00 -0.03 -0.03 0.096
H -1.091 -6.907 5.023 0.07 0.06 -0.03 0.093
H -3.956 -5.580 1.989 -0.10 -0.08 0.03 0.116
H -4.110 -3.954 0.130 -0.08 0.00 -0.04 0.104
H -2.171 -2.492 -0.392 -0.03 0.06 -0.09 0.099
H 1.064 -2.607 1.525 0.06 0.13 -0.12 0.113
H 0.973 -0.172 -1.162 0.22 -0.37 0.39 0.097
H 3.314 0.171 -1.613 0.05 0.07 0.13 0.133
H 4.266 0.368 -0.102 -0.24 -0.07 -0.07 0.140
C -0.399 0.974 -3.684 -0.04 0.04 -0.04 -0.018
H 0.331 0.292 -4.113 0.03 -0.02 -0.04 0.087
H -1.112 0.378 -3.114 -0.07 -0.06 0.01 0.090
H -0.931 1.489 -4.478 -0.07 -0.02 -0.07 0.079
H -0.851 3.668 -3.361 -0.11 0.03 -0.06 0.121
H 0.956 6.167 -2.319 -0.13 -0.10 -0.02 0.148
H -0.774 5.749 -2.210 0.15 -0.04 0.01 0.131
H -0.730 4.588 0.537 0.00 0.03 0.02 0.092
H -0.648 6.177 1.335 -0.07 -0.06 0.02 0.096